Molecular formula: C7H14N2
Method: DFT, ωB97M-V with the def2-TZVPD basis set

Output
- net charge = 0
- lowest unoccupied orbital energy (eV) = 0.90
- highest occupied orbital energy (eV) = -8.566
- HOMO-LUMO gap (eV) = 9.470
- structure (SMILES) = [H]/N=C(\N)[C@@]1(C)C[C@H]1CC
- energy above the lowest of the compared OMol25 structures with the same formula, charge and spin (kcal/mol) = 34.7

Element x y z (Å)
C: -0.88610 0.80818 0.49646
C: 0.24109 1.61570 -0.05298
C: -2.14919 0.63425 -0.32782
C: -2.08315 -0.60872 -1.20514
C: 1.40227 0.37800 1.82990
C: 1.17341 -0.74876 -0.43067
C: 0.69610 0.28733 0.49197
N: 0.75435 -0.76734 -1.64483
N: 1.94941 -1.76146 0.09640
H: -1.13345 0.95985 1.54114
H: 1.08860 -1.56504 -2.17882
H: -1.07816 -0.68942 -1.72525
H: 2.39645 -1.66101 0.98356
H: 2.41919 -2.36064 -0.56257
H: 0.24572 1.71521 -1.13022
H: 0.55781 2.50081 0.48807
H: -2.25718 1.51354 -0.96754
H: -3.00962 0.57245 0.34425
H: -2.24892 -1.51617 -0.62275
H: -2.82525 -0.53911 -2.00209
H: 1.23612 1.33895 2.31164
H: 1.03277 -0.37363 2.52501
H: 2.47774 0.26702 1.74227

Atomic partial charges in e from the natural (NBO) method, atoms 1 to 4: C -0.16; C -0.40; C -0.40; C -0.64